No. 1
C47H120BN8O24 as an isolated structure at a distorted geometry. Source: OMol25; level of theory: ωB97M-V/def2-TZVPD.

```
200
C47H120BN8O24, DFT ωB97M-V/def2-TZVPD
O 2.537 1.709 -1.601
C 1.505 1.629 -1.015
O 1.019 2.424 -0.080
B -0.403 2.076 0.138
O -0.509 0.709 -0.390
C 0.573 0.395 -1.098
O 0.754 -0.629 -1.655
O -1.355 2.989 -0.568
C -2.315 3.317 0.285
O -3.289 3.972 0.071
C -1.904 2.811 1.690
O -0.738 2.203 1.559
O -2.523 2.983 2.685
C 5.071 2.624 0.917
O 4.296 1.516 0.527
H 4.665 3.606 0.655
H 5.252 2.581 1.991
H 6.064 2.575 0.440
H 3.970 1.623 -0.370
C -0.765 1.405 -4.407
O 0.523 2.013 -4.335
H -0.983 0.834 -3.495
H -1.554 2.160 -4.522
H -0.801 0.723 -5.254
H 0.439 2.852 -3.847
C -1.426 6.291 2.348
O -1.598 7.548 3.035
H -2.391 5.960 1.965
H -0.642 6.386 1.603
H -1.057 5.589 3.104
H -1.962 7.357 3.902
C -5.172 7.145 0.742
O -4.550 6.532 -0.353
H -4.899 8.198 0.731
H -6.264 7.039 0.700
H -4.864 6.737 1.715
H -4.704 5.582 -0.357
C -5.989 3.642 2.137
O -6.780 2.706 2.860
H -4.930 3.635 2.387
H -6.171 3.391 1.088
H -6.409 4.657 2.185
H -6.944 2.897 3.786
C -0.039 -7.207 0.539
O -0.166 -5.978 -0.069
C -0.646 -4.979 0.814
C -0.589 -3.658 0.091
N -0.772 -2.534 1.042
C -1.029 -1.283 0.328
C -0.604 -0.092 1.162
O 0.778 0.026 1.135
C 1.287 1.260 1.552
H -0.983 -7.541 0.999
H 0.713 -7.197 1.340
H 0.213 -7.955 -0.210
H -0.003 -4.967 1.712
H -1.625 -5.293 1.212
H -1.360 -3.620 -0.697
H 0.384 -3.554 -0.387
H -1.626 -2.794 1.531
H -2.106 -1.185 0.136
H -0.478 -1.251 -0.613
H -0.996 -0.167 2.190
H -1.150 0.787 0.775
H 1.372 1.370 2.643
H 0.671 2.112 1.222
H 2.259 1.408 1.084
C 5.616 -0.386 -2.170
O 6.225 -1.594 -1.813
C 7.088 -1.979 -2.828
C 7.852 -3.258 -2.495
N 7.049 -4.234 -1.755
C 6.132 -4.913 -2.672
C 5.209 -5.872 -1.909
O 4.680 -5.305 -0.746
C 3.955 -6.261 -0.030
H 5.031 -0.492 -3.105
H 6.332 0.434 -2.330
H 4.827 -0.109 -1.481
H 7.809 -1.180 -3.084
H 6.558 -2.119 -3.790
H 8.792 -2.956 -2.020
H 8.267 -3.695 -3.427
H 7.756 -4.940 -1.542
H 6.674 -5.510 -3.424
H 5.469 -4.226 -3.199
H 5.718 -6.840 -1.736
H 4.400 -6.168 -2.605
H 3.488 -7.052 -0.637
H 3.155 -5.747 0.501
H 4.615 -6.822 0.649
C 3.004 -2.802 -1.794
O 3.662 -2.703 -0.591
C 3.024 -1.824 0.333
C 3.961 -1.667 1.515
N 5.295 -1.336 0.980
C 6.198 -1.016 2.096
C 7.632 -0.882 1.635
O 8.085 -2.049 0.975
C 9.449 -2.080 0.892
H 2.914 -1.846 -2.332
H 1.954 -3.133 -1.652
H 3.454 -3.555 -2.438
H 2.055 -2.273 0.568
H 2.918 -0.882 -0.224
H 4.023 -2.542 2.168
H 3.514 -0.876 2.148
H 5.112 -0.387 0.644
H 6.061 -1.670 2.962
H 5.993 -0.019 2.547
H 8.276 -0.636 2.495
H 7.702 -0.051 0.912
H 9.816 -2.738 0.098
H 9.861 -2.512 1.815
H 9.880 -1.096 0.668
C -1.141 -3.881 -2.334
C -0.515 -3.510 -3.674
C -1.069 -4.334 -4.800
O -0.806 -5.703 -4.582
C -1.421 -6.535 -5.515
N -0.699 -2.062 -3.873
H -0.573 -3.414 -1.523
H -1.210 -4.947 -2.131
H -2.130 -3.407 -2.300
H 0.569 -3.661 -3.550
H -0.624 -3.953 -5.730
H -2.165 -4.229 -4.799
H -1.016 -6.462 -6.541
H -2.500 -6.341 -5.592
H -1.228 -7.574 -5.247
H 0.036 -1.758 -4.505
H -0.534 -1.579 -2.999
C -3.498 2.252 7.714
C -3.347 2.487 6.220
C -2.437 1.429 5.622
O -1.160 1.281 6.254
C -0.364 2.427 6.201
N -4.669 2.435 5.599
H -2.537 1.955 8.142
H -4.168 1.422 7.951
H -3.842 3.156 8.216
H -2.901 3.469 6.062
H -2.093 1.736 4.622
H -2.886 0.450 5.457
H -0.301 2.803 5.164
H 0.658 2.182 6.488
H -0.715 3.245 6.845
H -4.624 2.623 4.605
H -5.069 1.520 5.770
C -7.588 -0.169 -1.060
C -6.993 1.213 -1.296
C -5.477 1.249 -1.204
O -4.900 0.243 -2.028
C -3.499 0.419 -2.069
N -7.462 1.703 -2.600
H -7.433 -0.835 -1.914
H -8.670 -0.116 -0.917
H -7.203 -0.644 -0.156
H -7.447 1.796 -0.487
H -5.137 1.177 -0.165
H -5.171 2.199 -1.663
H -3.232 1.364 -2.542
H -3.139 -0.431 -2.658
H -3.021 0.292 -1.094
H -7.122 1.007 -3.264
H -7.012 2.563 -2.895
C -3.464 -0.358 1.691
C -4.810 -1.001 1.498
C -4.823 -2.418 2.053
O -3.718 -3.216 1.667
C -3.845 -3.719 0.349
N -5.765 -0.231 2.339
H -3.464 0.688 1.384
H -2.770 -0.907 1.039
H -2.994 -0.442 2.672
H -5.089 -1.065 0.438
H -5.804 -2.914 1.970
H -4.701 -2.350 3.142
H -4.097 -2.959 -0.397
H -4.630 -4.487 0.315
H -2.893 -4.180 0.091
H -5.772 0.737 2.030
H -6.693 -0.599 2.130
C -0.587 6.257 -1.772
C 0.802 5.789 -2.204
C 1.814 5.868 -1.069
O 3.106 5.397 -1.396
C 3.623 5.812 -2.629
N 0.673 4.324 -2.614
H -1.215 6.351 -2.655
H -0.569 7.193 -1.205
H -1.033 5.549 -1.074
H 1.141 6.267 -3.119
H 1.471 5.288 -0.213
H 1.885 6.929 -0.766
H 3.632 6.909 -2.630
H 3.071 5.443 -3.498
H 4.626 5.405 -2.731
H 1.552 3.971 -2.220
H -0.001 3.816 -2.037
```

net charge = -1



No. 2
A 13-piece molecular cluster, C47H128N8O13 overall at a distorted geometry. Source: OMol25; level of theory: ωB97M-V/def2-TZVPD.

```
196
C47H128N8O13, DFT ωB97M-V/def2-TZVPD
C -4.304 -2.094 4.242
C -5.056 -0.739 4.595
C -6.447 -0.809 4.067
O -6.395 -0.929 2.702
C -7.575 -0.728 1.946
N -4.995 -0.655 6.051
H -3.194 -1.911 4.351
H -4.465 -2.608 3.279
H -4.635 -2.700 5.036
H -4.546 0.140 4.097
H -6.962 0.106 4.358
H -6.953 -1.643 4.534
H -7.290 -0.357 0.942
H -8.329 -0.060 2.470
H -8.085 -1.729 1.843
H -4.965 0.335 6.402
H -4.251 -1.130 6.484
C 2.294 2.568 2.783
C 1.588 3.910 2.345
C 2.552 5.094 2.339
O 3.679 4.978 1.499
C 4.186 6.235 1.152
N 0.742 3.769 1.081
H 2.845 2.175 1.936
H 1.478 1.795 3.034
H 2.898 2.781 3.625
H 0.948 4.217 3.157
H 2.919 5.279 3.378
H 1.937 6.024 2.056
H 5.069 6.119 0.480
H 4.522 6.780 2.051
H 3.412 6.854 0.683
H 1.316 3.365 0.364
H 0.080 3.040 1.291
C 6.691 2.865 -1.990
C 6.025 1.729 -1.376
C 5.887 2.019 0.179
O 7.076 2.165 0.828
C 6.958 2.551 2.209
N 4.704 1.330 -1.815
H 7.580 3.070 -1.482
H 6.122 3.805 -2.035
H 6.899 2.630 -3.027
H 6.743 0.876 -1.435
H 5.276 1.168 0.572
H 5.250 2.944 0.226
H 7.264 3.609 2.279
H 7.764 2.041 2.756
H 5.972 2.334 2.598
H 4.194 0.682 -1.201
H 4.745 0.867 -2.708
C 6.142 -1.703 0.948
C 4.782 -1.886 0.221
C 4.846 -3.280 -0.420
O 5.901 -3.389 -1.368
C 5.584 -2.732 -2.585
N 3.664 -1.919 1.158
H 6.371 -2.555 1.532
H 6.260 -0.792 1.499
H 6.864 -1.639 0.136
H 4.624 -1.089 -0.512
H 3.943 -3.672 -0.948
H 4.998 -3.935 0.450
H 5.504 -1.660 -2.431
H 4.654 -3.064 -3.128
H 6.410 -2.776 -3.253
H 3.460 -0.982 1.535
H 2.827 -2.413 0.881
C -0.743 -6.141 -0.988
C -0.786 -4.726 -0.698
C -1.221 -4.553 0.813
O -2.494 -5.057 1.061
C -2.812 -5.234 2.413
N 0.475 -4.107 -1.018
H -1.642 -6.578 -0.577
H 0.067 -6.807 -0.620
H -0.726 -6.355 -2.025
H -1.595 -4.294 -1.327
H -1.288 -3.439 0.953
H -0.494 -5.086 1.446
H -2.793 -4.228 2.840
H -2.100 -5.814 3.032
H -3.837 -5.595 2.379
H 1.331 -4.604 -0.831
H 0.669 -3.114 -0.714
C -2.528 4.918 -2.750
C -2.975 3.556 -2.460
C -3.209 2.748 -3.723
O -4.107 1.746 -3.369
C -4.282 0.753 -4.354
N -2.122 2.764 -1.543
H -1.504 4.908 -3.088
H -2.459 5.501 -1.884
H -3.134 5.335 -3.601
H -3.977 3.579 -2.081
H -2.293 2.239 -4.079
H -3.664 3.372 -4.543
H -3.520 0.009 -4.214
H -4.384 1.109 -5.311
H -5.191 0.214 -4.098
H -1.521 2.223 -2.122
H -1.500 3.371 -0.968
C 0.109 -3.191 4.243
C 1.338 -3.496 3.405
C 2.615 -2.919 3.934
O 2.507 -1.536 4.105
C 3.653 -0.949 4.770
N 1.465 -4.946 3.158
H -0.167 -2.186 4.021
H 0.275 -3.435 5.303
H -0.705 -3.848 3.918
H 1.241 -2.996 2.417
H 3.496 -3.099 3.329
H 2.891 -3.329 4.964
H 4.544 -1.662 4.590
H 3.545 -0.952 5.814
H 3.874 0.055 4.430
H 2.082 -5.186 2.362
H 1.746 -5.448 4.046
C 1.961 -0.569 -2.902
C 0.478 -0.210 -2.516
C 0.304 0.255 -1.041
O 0.809 -0.716 -0.105
C 0.565 -0.299 1.258
N -0.073 0.908 -3.277
H 2.172 -1.262 -3.749
H 2.458 -1.030 -2.057
H 2.566 0.251 -3.124
H 0.009 -1.143 -2.768
H -0.768 0.437 -0.826
H 0.852 1.234 -0.939
H -0.540 -0.058 1.397
H 1.048 0.619 1.512
H 0.818 -1.111 1.937
H -0.614 0.474 -4.045
H 0.667 1.434 -3.718
C -4.594 -2.135 0.052
C -3.932 -0.893 -0.485
C -2.820 -1.356 -1.471
O -4.928 -0.094 -1.156
H -3.924 -2.891 0.502
H -5.111 -2.702 -0.713
H -5.372 -1.943 0.861
H -3.447 -0.299 0.276
H -3.186 -2.067 -2.205
H -2.018 -1.950 -0.950
H -2.360 -0.563 -2.063
H -4.417 0.551 -1.620
C 0.677 3.007 -5.756
C 0.672 2.150 -6.990
C 1.994 2.374 -7.820
O 0.497 0.792 -6.522
H -0.226 2.782 -5.182
H 0.544 4.102 -5.981
H 1.606 2.902 -5.161
H -0.313 2.283 -7.545
H 2.095 3.452 -8.067
H 1.853 1.754 -8.737
H 2.825 1.953 -7.247
H 1.419 0.498 -6.320
C -0.139 -3.680 -6.574
C -0.124 -3.116 -5.136
C -1.404 -2.306 -4.816
O -0.017 -4.248 -4.333
H -0.929 -4.446 -6.747
H 0.870 -4.116 -6.827
H -0.352 -2.855 -7.308
H 0.799 -2.500 -4.983
H -2.252 -2.910 -5.157
H -1.470 -1.282 -5.201
H -1.326 -2.328 -3.730
H 0.043 -4.042 -3.415
C -0.366 0.739 4.950
C -1.437 1.286 4.049
C -2.441 2.076 4.936
O -0.823 2.194 3.054
H 0.471 0.333 4.340
H -0.914 -0.003 5.571
H 0.087 1.604 5.513
H -1.954 0.509 3.485
H -1.859 2.863 5.472
H -2.965 1.501 5.687
H -3.134 2.550 4.247
H -1.534 2.476 2.506
C -4.623 4.136 2.435
C -4.457 2.931 1.592
C -5.126 3.150 0.268
O -3.041 2.708 1.460
H -4.410 5.018 1.862
H -3.986 4.166 3.319
H -5.681 4.319 2.679
H -4.893 2.043 2.087
H -6.197 3.457 0.457
H -5.199 2.218 -0.398
H -4.672 3.910 -0.270
H -2.942 2.563 0.478
```

net charge = 0



Number 1: HOMO -6.04 eV, orbital gap 8.0 eV. Number 2: HOMO -8.98 eV, orbital gap 9.3 eV.